[1]
An isolated molecule of C3H7O in a non-equilibrium geometry, computed with ωB97M-V/def2-TZVPD.

Values from the calculation:
Energy relative to the best compared isomer or geometry (same formula, charge and spin) (kcal/mol): 13.68
Net charge: 0
HOMO-LUMO gap (alpha / beta) (Ha): 0.42934 / 0.31740
Max |F| (Eh/bohr): 0.04284
Expectation value of S²: 0.76
HOMO level (alpha / beta) (Eh): -0.38702 / -0.36759
LUMO level (alpha / beta) (eV): 1.152 / -1.366
Energy (Eh): -193.6424
2S+1: 2

```
11
Properties=species:S:1:pos:R:3:lowdin_spin:R:1
C 0.912 0.441 -0.903 0.09
O 1.612 -0.633 -0.533 0.74
C -0.229 0.573 0.300 0.12
C -0.789 -0.781 0.669 0.01
H 0.408 0.236 -1.854 0.01
H 1.383 1.429 -0.846 0.01
H -1.024 1.289 0.092 0.01
H 0.364 1.005 1.092 0.00
H -1.771 -0.799 1.123 0.00
H 0.003 -1.386 1.126 0.00
H -0.869 -1.374 -0.266 0.00
```


[2]
A cluster of 3 separate species, C3H7O2 in total in a non-equilibrium geometry, computed with ωB97M-V/def2-TZVPD.

Values from the calculation:
Energy relative to the best compared isomer or geometry (same formula, charge and spin) (kcal/mol): 102.04
Net charge: -1
HOMO-LUMO gap (Ha): 0.18073
Max |F| (Eh/bohr): 0.02051
HOMO level (Eh): -0.05986
LUMO level (eV): 3.289
Energy (Eh): -268.8774
2S+1: 1

```
12
Properties=species:S:1:pos:R:3:nbo_charge:R:1
C -0.608 -2.842 -1.630 0.29
O -0.091 -3.824 -2.088 -0.52
H -1.638 -2.844 -1.227 0.11
H -0.096 -1.873 -1.568 0.12
H 5.589 2.781 -2.821 0.01
C -2.129 0.883 2.541 -0.92
C -0.971 1.113 1.767 0.30
O 0.208 1.387 2.077 -0.74
H -2.714 -0.018 2.415 0.17
H -2.336 1.571 3.357 0.17
H -1.102 1.116 0.644 0.02
H 5.889 2.549 -3.468 -0.01
```


[3]
A structure of composition C3H7O2 in a non-equilibrium geometry, computed with ωB97M-V/def2-TZVPD.

Values from the calculation:
Energy relative to the best compared isomer or geometry (same formula, charge and spin) (kcal/mol): 91.58
Net charge: -1
HOMO-LUMO gap (Ha): 0.24374
Max |F| (Eh/bohr): 0.07953
HOMO level (Eh): -0.09310
LUMO level (eV): 4.099
Energy (Eh): -268.8941
2S+1: 1

```
12
Properties=species:S:1:pos:R:3:nbo_charge:R:1
C 0.225 -0.111 2.926 0.27
O 0.271 0.071 4.158 -0.60
H -0.501 -0.779 2.364 0.13
H 0.754 0.671 2.272 0.16
H -1.275 3.858 -2.794 -0.01
C 0.142 -1.111 -1.679 -0.79
C 0.465 -1.086 -0.303 0.26
O 0.610 -0.090 0.465 -0.83
H 0.228 -2.111 -2.016 0.15
H 0.139 -0.471 -2.488 0.17
H 0.551 -2.084 0.229 0.06
H -1.609 3.244 -3.136 0.01
```


[4]
A cluster of 2 separate species, C3H7O2Si in total in a non-equilibrium geometry, computed with ωB97M-V/def2-TZVPD.

Values from the calculation:
Energy relative to the best compared isomer or geometry (same formula, charge and spin) (kcal/mol): 11.45
Net charge: -1
HOMO-LUMO gap (Ha): 0.21257
Max |F| (Eh/bohr): 0.03305
HOMO level (Eh): -0.07170
LUMO level (eV): 3.833
Energy (Eh): -558.4874
2S+1: 1

```
13
Properties=species:S:1:pos:R:3:nbo_charge:R:1
C 3.960 -0.216 0.072 1.00
C -0.382 -1.075 -0.354 -0.61
C -0.447 0.149 0.541 -0.83
O 3.710 -1.255 0.560 -0.59
O 4.626 0.604 -0.445 -0.58
Si 1.008 1.333 0.178 0.11
H -0.429 -0.781 -1.404 0.19
H 0.564 -1.593 -0.197 0.21
H -1.199 -1.780 -0.162 0.17
H -0.409 -0.177 1.583 0.20
H -1.424 0.637 0.407 0.18
H 0.681 2.533 0.990 -0.23
H 0.716 1.795 -1.203 -0.23
```